Record 1
20
Properties=species:S:1:pos:R:3:forces:R:3 method="wB97M-V/def2-TZVPD" relative_energy_ev=3.124 e_lumo_ev=0.50 homo_lumo_gap_ev=9.61 e_homo_ev=-9.111
C -2.03045 -0.70646 0.91972 1.0 -0.3 0.3
C -2.14925 -1.51261 -0.20073 1.8 0.7 0.1
C -0.83678 -0.00081 1.25987 -1.6 -0.9 -2.0
C -1.09194 -1.62052 -1.06968 0.2 2.0 1.4
C 0.14313 0.07907 0.27480 -0.9 -0.8 0.3
C -0.05193 -0.72968 -0.84395 2.1 -0.2 -2.0
C 1.27898 1.00465 0.37898 -0.9 -0.6 1.9
C 1.71546 1.56124 1.47521 -0.5 0.4 0.7
C 2.01153 2.09476 2.63913 -1.3 -1.4 -4.1
O 0.67120 0.58864 -3.08448 2.2 0.8 0.9
O 1.02584 -1.85674 -3.02443 0.4 0.8 1.0
S 1.27796 -0.64320 -2.19940 -1.9 -1.5 -0.8
H -2.90906 -0.83004 1.48446 -0.6 0.7 1.6
H -2.97314 -2.09177 -0.47529 -1.6 -0.6 0.3
H -0.65913 0.61476 2.09505 -0.5 0.4 1.2
H -1.22962 -2.27401 -1.86201 0.6 -0.9 -1.7
H 1.69643 1.19382 -0.52903 1.6 0.9 -2.2
H 2.73427 1.66443 3.16548 2.9 -1.7 2.4
H -0.21601 0.51160 -3.37130 -1.7 -0.6 -0.3
H 1.59251 2.95286 2.96760 -1.4 2.7 0.9

***

Record 2
20
Properties=species:S:1:pos:R:3:forces:R:3 method="wB97M-V/def2-TZVPD" relative_energy_ev=1.539 e_lumo_ev=0.46 homo_lumo_gap_ev=9.38 e_homo_ev=-8.912 smiles="C[C@@]1(c2ccoc2)C=CC(=O)O1"
C -0.42050 -0.98103 1.30703 -3.1 1.2 2.4
C -0.77558 0.16343 0.28690 1.2 -0.7 0.0
C 0.51959 0.89464 0.02045 0.1 2.2 0.2
C 1.73400 0.36563 -0.49927 1.9 0.4 0.1
C 2.67099 1.38079 -0.40307 -2.8 -0.5 0.2
O 2.08606 2.51571 0.05690 0.8 -0.7 -0.5
C 0.80855 2.23496 0.28503 -1.1 -0.5 0.3
C -1.28674 -0.31266 -1.03027 -3.5 2.6 2.0
C -2.48231 0.23142 -1.29610 2.1 0.2 3.2
C -2.82905 1.10090 -0.13127 0.6 0.9 0.6
O -3.71781 1.85344 0.14044 -0.5 -0.5 -0.8
O -1.76476 1.06449 0.73916 0.4 -0.7 0.4
H -1.39514 -1.46818 1.76773 1.5 1.6 -0.6
H 0.21562 -0.54053 2.14184 -0.8 -0.9 -1.1
H -0.05745 -1.86393 0.88311 1.5 -0.9 -1.1
H 2.00039 -0.62695 -0.88027 -0.4 0.4 0.3
H 3.65764 1.54636 -0.62825 2.1 -0.3 -0.6
H 0.32643 3.15072 0.61567 -0.7 -0.8 0.1
H -0.74458 -0.88489 -1.62429 2.4 -2.6 -2.6
H -3.07379 0.20277 -2.11310 -1.7 -0.3 -2.5

***

Record 3
19
Properties=species:S:1:pos:R:3:forces:R:3 method="wB97M-V/def2-TZVPD" relative_energy_ev=0.000 e_lumo_ev=-0.35 homo_lumo_gap_ev=7.19 e_homo_ev=-7.545 smiles="O=C=C1C=CC=C[C@]12CC[Se]2"
O -0.35140 3.81746 -1.04739 0.3 -0.9 0.7
C -0.15986 2.86258 -0.40516 -0.4 0.8 -0.7
C 0.00262 1.75066 0.28959 -0.1 -1.3 -0.4
C 0.53472 1.68061 1.64242 0.8 -0.7 -1.1
C 1.14407 0.54261 2.01686 -0.9 -0.9 0.4
C 1.06425 -0.67568 1.22501 0.1 -0.7 -0.2
C 0.18252 -0.75797 0.19280 1.6 -2.0 -1.6
C -0.50541 0.43203 -0.24636 -2.5 1.4 -0.4
C -1.31033 0.40206 -1.61674 0.1 -2.1 0.0
C -2.52192 -0.51751 -1.19292 0.4 1.5 0.4
Se -2.56936 0.23756 0.74043 0.7 -0.8 -1.6
H 0.54960 2.55517 2.21849 0.1 1.0 0.9
H 1.52595 0.36749 3.01345 0.2 0.6 0.1
H 1.68626 -1.53720 1.57994 -0.8 0.8 -0.6
H 0.11002 -1.71543 -0.53228 0.1 2.2 2.1
H -1.59329 1.41225 -1.93514 0.0 -0.4 0.1
H -0.85973 -0.21276 -2.47744 0.2 1.5 1.1
H -3.49857 -0.30109 -1.78005 1.8 -1.0 1.0
H -2.02750 -1.54206 -1.15266 -1.7 1.0 -0.2

***

Record 4
18
Properties=species:S:1:pos:R:3:forces:R:3 method="wB97M-V/def2-TZVPD" relative_energy_ev=1.284 e_lumo_ev=-0.11 homo_lumo_gap_ev=8.19 e_homo_ev=-8.303
C 2.22649 0.92057 -0.21513 1.8 0.5 -0.4
C 2.42132 -0.44608 -0.21423 -1.0 -0.8 -0.3
C 0.97327 1.43138 -0.00642 -0.6 -2.0 0.2
C 1.25257 -1.29294 -0.07931 1.6 -0.9 -0.6
C -0.13879 0.62012 0.15977 -0.4 -0.7 -0.8
C -0.01902 -0.79361 0.03639 1.6 2.0 1.0
C -2.43049 -0.05205 0.16950 -0.2 -3.1 -0.9
C -1.58451 1.11718 0.21940 3.3 -1.1 -1.5
C -1.18276 -1.65166 0.17693 -2.1 6.2 0.2
S -3.99961 -0.03997 -0.15244 0.3 -0.4 0.3
H 3.08115 1.67027 -0.43290 -1.4 -1.6 0.5
H 3.45314 -0.74394 -0.41088 -0.5 -0.7 0.2
H 0.94293 2.44841 -0.01302 -0.8 2.8 0.1
H 1.19313 -2.41223 -0.13121 1.2 1.0 0.0
H -1.68351 1.68604 1.05347 -0.8 1.5 2.9
H -1.66489 1.82388 -0.58131 -0.8 0.2 -0.8
H -1.46095 -2.16982 -0.63962 -1.0 -1.8 -2.7
H -1.37946 -2.11556 1.06103 -0.3 -1.3 2.5

***

Record 5
34
Properties=species:S:1:pos:R:3:forces:R:3 method="wB97M-V/def2-TZVPD" total_charge=-2 relative_energy_ev=0.000 e_lumo_ev=3.84 homo_lumo_gap_ev=5.47 e_homo_ev=-1.629
Au 0.17217 -3.04940 -1.92892 0.2 -0.4 0.0
Te -1.62132 -4.79364 -2.46853 -0.2 0.3 -0.1
Te -3.76207 -3.11035 -2.38866 0.2 0.2 0.0
Te -2.98662 -0.66306 -3.52986 -0.1 -0.4 0.2
Te -0.42678 -0.45497 -2.98405 0.1 0.3 -0.1
C 0.06101 3.17313 4.90964 0.0 0.0 0.0
C -0.11267 2.23908 3.74043 0.0 0.0 0.0
C -0.50435 0.91658 3.92906 0.0 0.0 0.0
C -0.65685 0.05847 2.85188 0.0 -0.1 0.0
C -0.42734 0.51841 1.56397 0.0 0.0 -0.1
C -0.03359 1.83167 1.35740 0.0 0.0 0.0
C 0.12124 2.68217 2.44278 0.0 0.0 0.0
S -0.61596 -0.66974 0.23189 -0.1 -0.2 0.6
O -0.41909 0.27658 -0.94758 0.0 0.2 -0.4
O -1.96326 -1.16515 0.29347 0.0 0.0 0.0
N 0.44096 -1.74525 0.37278 -0.1 0.0 0.2
C 1.83769 -1.35421 0.49287 0.1 0.0 -0.1
C 2.76236 -1.70741 -0.69761 0.0 0.1 0.0
O 3.94033 -1.35740 -0.55627 -0.1 -0.1 0.0
O 2.27277 -2.30858 -1.70110 0.0 0.0 0.0
H -0.13305 2.66184 5.85292 0.0 0.0 0.0
H -0.62262 4.02222 4.84007 0.0 0.0 0.0
H 1.07677 3.57254 4.94595 0.0 0.0 0.0
H -0.68792 0.55341 4.93440 0.0 0.0 0.0
H -0.95448 -0.97312 2.99659 0.0 0.0 0.0
H 0.14676 2.17445 0.34823 0.0 0.0 0.0
H 0.43347 3.70771 2.27625 0.0 0.0 0.0
H 2.26845 -1.86637 1.35642 0.0 0.0 0.0
H 1.97805 -0.28164 0.66982 0.0 0.0 0.0
F 0.73989 -0.08010 -7.42327 0.0 0.0 0.0
B -0.33199 -0.57843 -6.67917 0.0 0.1 0.1
F 0.16022 -0.82664 -5.31774 0.0 -0.1 -0.2
F -0.79765 -1.77648 -7.20300 0.0 0.1 0.0
F -1.35456 0.37367 -6.58105 0.1 0.0 0.0

***

Record 6
35
Properties=species:S:1:pos:R:3:forces:R:3 method="wB97M-V/def2-TZVPD" total_charge=+1 e_lumo_ev=-6.31 homo_lumo_gap_ev=5.77 e_homo_ev=-12.080
F 2.33283 3.22256 1.55170 -4.0 3.6 0.4
C 1.24011 4.22656 1.57674 1.4 2.6 -1.3
F 1.28508 5.00285 0.30274 0.0 -3.0 4.5
F 1.39559 5.24285 2.67347 -0.4 -4.2 -3.8
C -0.26581 3.53007 1.67063 -1.0 1.7 -1.3
F -1.31970 4.58207 1.42530 3.9 -3.9 0.6
F -0.33780 2.51098 0.59518 0.1 2.8 3.6
C -0.55368 2.95046 3.17865 -1.0 0.5 2.1
F -1.41815 3.95590 3.90048 3.5 -3.8 -2.4
F 0.70729 2.66169 3.94103 -4.0 1.1 -2.6
C -1.40313 1.50976 3.17998 -3.1 2.2 2.2
F -2.59013 1.69160 2.29872 4.1 -1.0 3.0
F -1.82751 1.32396 4.61227 1.2 0.3 -4.7
P -0.30345 0.01058 2.74396 1.1 -3.1 0.2
Cl -1.34560 -1.65987 1.93230 1.1 2.7 1.1
N 0.68864 -0.60211 4.12143 3.3 -2.0 -5.2
C 1.73067 -1.27511 3.47066 -0.1 0.3 -0.8
S 2.97720 -2.05152 2.54805 -5.2 3.2 4.0
H 0.64299 0.43945 1.73540 -1.0 -0.1 0.5
Br -3.27544 0.65040 -0.81419 0.2 -0.1 0.1
C -1.73010 0.32773 -1.96022 -0.2 0.3 -0.1
C -1.94444 -0.88301 -2.83919 0.2 -0.1 -0.1
Br -1.71480 -2.53644 -1.83064 -0.2 0.1 0.0
H -0.85949 0.24126 -1.30566 -0.1 -0.1 -0.2
H -1.63409 1.23278 -2.56823 0.0 -0.2 0.1
H -1.18799 -0.92377 -3.62854 -0.1 0.1 0.2
H -2.93884 -0.92034 -3.29204 0.2 0.1 0.2
Br 2.90093 -3.93889 -5.51021 0.0 -0.1 0.1
C 1.77473 -4.84644 -4.20116 0.0 0.1 -0.3
C 1.35065 -3.90437 -3.09795 -0.2 -0.2 0.2
Br 2.80544 -3.59519 -1.83632 0.0 0.1 0.0
H 2.33655 -5.71196 -3.84186 -0.1 0.2 0.0
H 0.90446 -5.19277 -4.76745 0.1 0.1 0.2
H 0.54671 -4.34698 -2.50236 0.2 0.1 -0.2
H 1.03027 -2.92475 -3.46266 0.1 -0.3 0.0

***

Record 7
31
Properties=species:S:1:pos:R:3:forces:R:3 method="wB97M-V/def2-TZVPD" relative_energy_ev=10.645 e_lumo_ev=0.10 homo_lumo_gap_ev=8.61 e_homo_ev=-8.510
N 11.59380 -6.52082 -16.21634 0.6 -0.8 -2.5
C 10.69062 -7.05843 -17.11063 2.8 -0.3 -0.2
C 10.74087 -6.82400 -18.50050 4.0 0.0 0.1
C 11.78084 -6.07812 -19.00689 1.0 -0.2 0.4
C 12.78150 -5.60117 -18.15839 -3.0 -0.7 0.4
C 12.64941 -5.83037 -16.76862 -2.0 -1.1 0.0
H 9.88181 -7.70456 -16.80286 0.4 0.4 0.9
H 10.03113 -7.23757 -19.20166 3.0 1.1 -0.2
H 11.88317 -5.89755 -20.06676 -0.2 0.1 -0.2
H 13.56868 -5.00382 -18.59417 -1.7 0.1 0.1
H 13.32890 -5.40089 -16.04735 0.1 -0.3 -0.1
C 16.33854 -5.12171 -17.16383 0.4 0.5 0.2
Cl 15.79424 -3.40268 -16.87141 6.8 -2.4 -0.6
Cl 15.01464 -5.99749 -17.99040 5.5 -1.0 1.0
Cl 16.74335 -5.90162 -15.60827 0.0 0.3 -0.8
H 17.17546 -5.04305 -17.85771 0.0 -0.3 0.5
C 9.54773 -4.74502 -16.84900 -0.9 0.6 0.2
Cl 8.98852 -3.06523 -16.83121 -0.7 -0.8 0.2
Cl 8.77876 -5.67802 -18.12051 -3.8 4.8 0.6
Cl 9.11013 -5.44081 -15.29129 -0.2 0.2 0.4
H 10.59667 -4.93882 -17.07320 -0.4 1.1 0.6
C 8.19516 -9.57455 -18.13069 -0.6 -0.8 0.5
Cl 8.66418 -8.01462 -18.76185 -4.9 -5.6 -0.5
Cl 9.36782 -10.06282 -16.88833 -0.1 -0.2 0.0
Cl 8.06870 -10.85215 -19.32555 0.0 0.0 -0.4
H 7.22861 -9.50206 -17.63207 0.2 0.1 -0.1
C 12.43931 -3.07648 -18.03987 -1.3 1.6 2.5
Cl 13.27362 -2.89530 -19.47692 1.3 0.1 -2.2
Cl 11.25817 -1.80161 -17.92523 0.3 1.4 -0.4
Cl 13.60919 -2.96890 -16.65816 -6.8 1.3 -0.2
H 11.87988 -4.00883 -17.96331 0.5 0.9 -0.2

***

Record 8
24
Properties=species:S:1:pos:R:3:forces:R:3 method="wB97M-V/def2-TZVPD" s2=12.03 total_charge=+3 relative_energy_ev=2.646 multiplicity=7 e_lumo_ev="-14.89 / -13.99" homo_lumo_gap_ev="7.27 / 8.17" e_homo_ev="-22.155 / -22.154"
Eu -0.65794 0.71931 -0.54235 0.1 -0.2 0.3
O 0.79087 -0.33058 -3.57061 -2.1 1.6 4.3
C 0.30721 0.02453 -2.58611 3.5 -2.5 -7.0
C -1.60404 1.39640 1.52857 -2.9 1.8 8.1
O -1.97717 1.60746 2.60814 1.9 -1.0 -5.5
C -2.37954 -0.87260 -0.83493 -5.2 -5.4 -0.6
O -3.14730 -1.72290 -0.89841 3.0 3.4 0.2
C 0.88992 2.48096 -0.41459 5.0 5.4 0.5
O 1.67864 3.30269 -0.31472 -2.8 -2.9 -0.4
C -1.91114 2.13583 -2.42017 -2.5 1.8 5.2
H -1.01219 2.64491 -2.79732 -0.5 0.0 -0.1
H -2.33093 1.27401 -2.95892 0.0 0.5 0.0
C -2.50073 2.54809 -1.09512 2.2 -1.5 -5.4
H -3.35315 1.99070 -0.68066 0.1 0.5 -0.3
H -2.03339 3.36127 -0.52100 -0.4 0.0 -0.3
C 2.85636 -2.29970 2.37268 2.0 0.4 2.1
C 1.88417 -2.73768 1.35741 0.2 -0.3 -1.6
C 1.08097 -1.66483 0.93622 -1.6 2.0 0.2
N 0.41579 -0.72304 0.70359 1.6 -2.2 0.6
H 3.56587 -1.56111 2.00702 0.0 0.0 -0.2
H 3.46645 -3.14276 2.76382 -0.6 0.3 -0.5
H 2.36806 -1.85410 3.23234 -0.2 0.0 0.2
H 2.36864 -3.06559 0.43586 0.2 -0.5 -0.1
H 1.23458 -3.51127 1.68925 -0.7 -1.0 0.3

***

Record 9
41
Properties=species:S:1:pos:R:3:forces:R:3 method="wB97M-V/def2-TZVPD" relative_energy_ev=0.046 e_lumo_ev=-1.27 homo_lumo_gap_ev=7.41 e_homo_ev=-8.686
Ta 0.19950 0.11443 1.02547 0.2 -1.2 -0.1
O 0.15189 -0.19512 -1.23767 -0.2 0.4 -0.1
C -0.15025 -1.45753 -1.85427 0.0 0.0 0.2
C 0.78726 -2.42977 -1.19018 0.1 -0.2 -0.1
N 0.64154 -2.41091 0.27638 -0.1 0.4 0.2
C 1.91656 -2.73305 0.91080 0.0 0.0 0.0
C 2.79474 -1.49171 0.83621 0.0 0.0 0.0
O 3.98338 -1.52211 0.73189 0.0 0.0 0.1
O 2.08217 -0.36167 0.90013 0.0 0.4 -0.3
C -0.53907 -3.13617 0.72939 0.0 0.0 0.0
C -1.75966 -2.22839 0.63445 0.0 0.0 0.1
O -2.86554 -2.63221 0.41760 0.0 0.0 0.0
O -1.45922 -0.94509 0.81520 -0.2 0.3 -0.2
H -0.26728 0.53510 -1.73331 0.0 -0.1 0.0
H 0.05084 -1.37544 -2.92162 0.0 -0.1 0.0
H -1.20104 -1.70561 -1.70572 0.0 0.0 0.0
H 1.80931 -2.13765 -1.43477 0.0 0.0 0.0
H 0.62305 -3.43964 -1.58076 0.0 0.0 0.0
H 2.43938 -3.56641 0.43864 0.0 0.0 0.0
H 1.75983 -2.96327 1.96411 0.0 0.0 0.0
H -0.42343 -3.40483 1.78041 0.0 0.0 0.0
H -0.72936 -4.04911 0.16157 0.0 0.0 0.0
S 0.83467 0.47300 5.61782 0.0 0.0 0.1
C 0.51853 0.34812 4.04722 0.1 0.0 -0.1
S 0.45943 1.65989 2.88680 0.0 0.1 0.1
S 0.20044 -1.12189 3.16029 -0.1 0.0 0.3
F -4.16544 1.39647 -0.70938 0.0 0.0 0.0
C -3.09857 1.54091 -1.46616 0.1 0.0 0.0
F -2.60456 0.34064 -1.77803 0.0 -0.1 -0.1
F -3.40568 2.18222 -2.57941 0.0 0.0 0.0
S -1.83422 2.49989 -0.52367 0.0 0.1 0.1
O -1.47040 1.65790 0.62403 0.0 -0.2 -0.2
O -2.42090 3.75838 -0.23137 0.0 -0.1 0.0
N -0.66843 2.50979 -1.60667 0.0 0.1 0.1
S 0.83051 2.70900 -1.14744 0.1 0.0 -0.2
O 1.08534 1.96831 0.09771 0.1 0.0 0.0
O 1.71354 2.49812 -2.23798 0.0 0.0 0.0
C 1.01348 4.47363 -0.62153 -0.1 -0.1 0.1
F 0.35597 4.65427 0.51539 0.0 0.0 0.0
F 0.51400 5.25801 -1.56185 0.0 0.0 0.0
F 2.29770 4.72947 -0.44967 0.0 0.0 0.0

***

Record 10
24
Properties=species:S:1:pos:R:3:forces:R:3 method="wB97M-V/def2-TZVPD" s2=8.78 total_charge=+3 relative_energy_ev=0.000 multiplicity=6 e_lumo_ev="-11.92 / -16.17" homo_lumo_gap_ev="9.49 / 5.63" e_homo_ev="-21.409 / -21.793"
Fe 0.09086 1.14997 -0.23034 -0.1 -1.6 -2.6
C 0.11582 1.68543 1.51422 0.2 2.7 8.9
O 0.13816 1.87293 2.64661 -0.1 -0.7 -4.0
C 0.08659 2.95466 -0.73941 0.0 9.2 -2.9
O 0.08248 4.10958 -0.89274 0.0 -5.6 0.9
C -1.84137 1.25972 -0.01777 -9.3 0.0 0.3
O -2.99325 1.27041 0.07831 5.2 0.0 -0.3
C 2.02838 1.24584 -0.06773 9.6 0.1 -0.1
O 3.18646 1.28011 -0.02152 -5.6 -0.1 -0.1
C 0.08455 -0.23173 -4.14657 0.0 -4.0 -0.4
H 1.00934 -0.81273 -4.18456 0.0 0.1 0.4
H -0.83899 -0.81583 -4.16204 0.0 0.2 0.4
C 0.08129 1.07634 -4.46422 0.0 3.4 -2.1
H -0.84284 1.58940 -4.74026 0.0 0.0 0.4
H 1.00123 1.58466 -4.76211 0.0 0.1 0.4
C -0.45355 -2.19904 3.68446 -0.2 0.7 -0.1
C 0.07535 -2.51118 2.28313 0.2 -0.8 -0.1
C 0.09978 -1.39418 1.34974 -0.2 -0.6 0.3
N 0.08984 -0.51129 0.59924 0.1 -3.6 0.9
H 0.09910 -1.37441 4.11491 0.1 0.1 0.3
H -0.34820 -3.05777 4.33417 0.1 -0.2 -0.1
H -1.50420 -1.94266 3.62516 -0.2 0.1 0.1
H 1.10159 -2.91795 2.36009 -0.2 0.2 -0.3
H -0.54843 -3.31029 1.83924 0.3 0.3 -0.2

***

For reference, electronic energy by record: -896.293156 -573.409876 -2824.288356 -745.829546 -2734.715325 -12797.148117 -5924.978515 -1413.077024 -3782.340903 -1966.360256 hartree.
For reference, strongest force on any atom by record: 4.51 4.76 3.04 6.56 0.60 7.28 7.49 8.82 1.20 9.62 eV/A.